# 1
A 3-piece molecular cluster, C5H13NO2 overall in a non-equilibrium geometry, computed with wB97M-V/def2-TZVPD.

Output
Gap between HOMO and LUMO (alpha / beta): 0.3152 / 0.2272 Eh
⟨S²⟩: 0.770
2S+1: 2
Energy relative to the best compared isomer or geometry (same formula, charge and spin): 140.0 kJ/mol
Highest occupied orbital energy (alpha / beta): -13.076 / -13.076 eV
Total charge: +1
E_tot: -10971.372 eV

XYZ file:
```
21
Properties=species:S:1:pos:R:3:forces:R:3:nbo_charge:R:1
N 0.2609 1.8513 1.3478 -2.626 0.156 -3.019 -0.61
C 0.7670 1.5842 0.1525 -0.753 -2.183 0.684 0.14
C 0.0302 0.8483 -0.7952 0.511 0.791 -1.265 -0.09
C 0.7488 0.0822 -1.8135 -0.949 0.194 0.923 -0.28
C 0.4128 0.0829 -3.1307 0.338 0.121 1.645 0.02
C 1.1418 -0.6241 -4.1519 -0.071 -1.244 -3.150 -0.72
H 0.6665 1.9265 2.1957 2.819 0.839 2.882 0.43
H -0.7445 1.8485 1.5002 0.046 -0.287 -0.614 0.41
H 1.8057 1.6421 -0.0828 0.804 0.333 0.673 0.24
H -1.0481 0.9627 -0.8105 -0.109 -0.110 -0.142 0.23
H 1.5204 -0.5692 -1.3899 0.281 0.447 -0.543 0.24
H -0.3807 0.7289 -3.4357 -0.571 0.292 -0.163 0.22
H 0.7002 -0.4665 -5.1796 0.403 0.060 1.139 0.25
H 2.1987 -0.4317 -4.2699 0.367 0.678 0.370 0.27
H 1.1686 -1.7160 -4.0746 -0.414 -0.046 0.582 0.27
H -2.0676 -0.2544 2.7610 -0.222 1.288 -0.214 0.45
H -2.0177 -1.6701 2.2908 -0.100 0.130 0.772 0.48
O -2.0194 -1.1267 3.1053 0.108 -1.438 -0.826 -0.93
H -1.4776 -0.9244 5.3458 0.141 -0.122 0.222 0.47
H -0.8836 -2.2265 4.8394 0.360 1.599 1.947 0.47
O -0.7824 -1.5480 5.5958 -0.364 -1.500 -1.903 -0.94
```
Positions in Å, forces in eV/Å.

***

# 2
A 2-piece molecular cluster, C4H8O2 overall, computed with wB97M-V/def2-TZVPD.

Output
Gap between HOMO and LUMO: 0.3217 Eh
Energy relative to the best compared isomer or geometry (same formula, charge and spin): 516.5 kJ/mol
Highest occupied orbital energy: -8.665 eV
E_tot: -8367.928 eV

XYZ file:
```
14
Properties=species:S:1:pos:R:3:forces:R:3:nbo_charge:R:1
C -1.9460 -0.0927 -0.6043 -0.307 -0.133 0.083 -0.27
O -0.7717 0.6979 -0.6009 -0.159 0.310 0.249 -0.50
C 0.3683 0.2237 -0.0442 0.042 0.585 0.234 0.21
C 1.4049 1.1253 -0.0530 -0.331 0.280 -0.191 -0.45
C 0.1256 -0.7889 1.0760 0.275 -0.284 0.091 0.35
O 0.7828 -1.6752 1.5530 -0.325 0.397 -0.344 -0.50
H -2.4857 0.1846 -1.5122 0.035 -0.040 0.171 0.21
H -1.7313 -1.1695 -0.6397 0.044 0.223 0.034 0.19
H -2.5616 0.1327 0.2704 -0.080 -0.105 -0.081 0.18
H 1.8319 -1.0832 -0.4324 0.669 -0.434 -0.091 0.00
H 2.4139 0.9452 -0.3863 0.036 -0.209 0.965 0.23
H 1.1372 2.1634 0.0716 -0.308 0.287 -0.745 0.20
H 2.2969 -0.7988 0.0808 0.340 -0.792 -0.243 0.02
H -0.8175 -0.4743 1.5763 0.068 -0.085 -0.134 0.14
```
Positions in Å, forces in eV/Å.

***

# 3
A 2-piece molecular cluster, C2H3F3NO2 overall in a non-equilibrium geometry, computed with wB97M-V/def2-TZVPD.

Output
Gap between HOMO and LUMO: 0.2378 Eh
Energy relative to the best compared isomer or geometry (same formula, charge and spin): 54.3 kJ/mol
Highest occupied orbital energy: -2.574 eV
Total charge: -1
E_tot: -15856.554 eV

XYZ file:
```
11
Properties=species:S:1:pos:R:3:forces:R:3:nbo_charge:R:1
C -0.5621 0.3018 1.3878 3.282 3.044 -0.302 -0.35
C -0.4899 -0.0533 -1.9004 0.245 0.329 2.002 0.42
N 1.6131 -0.8232 1.0336 1.550 0.888 0.736 0.38
O 2.2363 -0.0104 1.6999 -2.161 -0.967 -0.938 -0.40
O 0.3114 -0.6761 0.8125 0.302 -1.390 0.885 -0.31
F -1.3866 0.5360 -2.7929 0.056 -0.603 -0.987 -0.45
F -0.3417 -1.4251 -2.2633 -0.446 0.512 -0.758 -0.46
F 0.7548 0.4630 -2.3373 -0.015 -0.004 -0.442 -0.46
H -0.6922 0.8806 0.4588 -0.819 0.272 0.483 0.25
H 0.0049 0.9519 2.1706 -1.090 -1.306 -1.141 0.18
H -1.4481 -0.1453 1.7308 -0.905 -0.775 0.459 0.19
```
Positions in Å, forces in eV/Å.

***

# 4
A 3-piece molecular cluster, C2H9NS overall in a non-equilibrium geometry, computed with wB97M-V/def2-TZVPD.

Output
Gap between HOMO and LUMO: 0.2665 Eh
Energy relative to the best compared isomer or geometry (same formula, charge and spin): 347.3 kJ/mol
Highest occupied orbital energy: -8.627 eV
E_tot: -14541.693 eV

XYZ file:
```
13
Properties=species:S:1:pos:R:3:forces:R:3:nbo_charge:R:1
N 1.7686 0.9108 -3.3642 -0.197 -0.102 0.237 -1.06
H 2.4362 1.2815 -2.6910 -0.212 0.147 -0.054 0.36
H -5.7597 -0.7069 2.3305 -0.013 0.019 -0.011 0.00
H 1.8277 -0.0872 -3.2118 0.126 -0.309 -0.201 0.34
H 0.8429 1.1296 -2.9934 0.284 0.245 -0.043 0.35
C 0.9236 -0.9170 1.1466 2.271 1.041 0.914 -0.12
C 0.1580 0.2499 0.9254 -2.988 0.483 0.499 -0.62
S 1.4612 1.3256 0.3261 1.228 -1.938 0.005 -0.12
H -5.3284 -1.2403 2.6098 0.014 -0.019 0.011 0.00
H 1.2661 -1.0018 2.1758 0.398 0.025 -0.201 0.20
H 1.2133 -1.7807 0.5657 -0.346 0.451 -0.839 0.22
H -0.0889 0.7024 1.8835 -0.624 -0.307 -0.060 0.23
H -0.7207 0.1342 0.2970 0.059 0.263 -0.257 0.22
```
Positions in Å, forces in eV/Å.